{"formula": "C21H30N2O15PS", "method": "wB97M-V/def2-TZVPD", "elements": ["C", "C", "C", "C", "O", "O", "C", "C", "O", "C", "O", "N", "O", "C", "N", "P", "S", "C", "O", "H", "H", "H", "H", "H", "H", "H", "H", "H", "H", "H", "H", "C", "C", "C", "O", "C", "O", "O", "H", "H", "H", "H", "H", "H", "C", "C", "C", "O", "C", "O", "O", "H", "H", "H", "H", "H", "H", "C", "C", "C", "O", "C", "O", "O", "H", "H", "H", "H", "H", "H"], "positions_angstrom": [[0.14857, 2.60744, 0.38616], [-0.75802, 1.29805, 0.12927], [-0.13386, -0.03672, -0.39364], [1.46070, -0.15479, -0.64689], [2.08959, -0.75326, 0.27555], [2.04124, 0.33872, -1.82993], [3.49761, 0.33717, -1.78193], [4.11584, 1.59996, -0.96456], [4.16915, 1.37712, 0.47351], [-1.12022, -1.24814, -0.61700], [-0.63522, -2.51619, -1.07248], [-0.50322, -2.55995, -2.44599], [-1.57263, -2.48542, -2.95958], [-2.62586, -1.01683, -0.33019], [-3.18772, 0.23486, 0.16698], [-4.96202, 0.27998, 0.48692], [-5.82637, 1.89595, -0.14861], [-2.30794, 1.36041, 0.40812], [-2.79528, 2.58463, 0.91959], [-0.09323, 3.31611, -0.49881], [1.26763, 2.37999, 0.29953], [-0.14086, 3.17912, 1.33059], [3.86798, 0.48137, -2.87048], [3.95869, -0.65926, -1.43946], [5.20497, 1.80694, -1.29576], [3.51745, 2.56773, -1.13666], [3.35311, 1.78871, 0.83954], [-3.35119, -1.88646, -0.52046], [-5.59698, -0.84770, -0.15491], [-5.16626, 0.22542, 1.91383], [-3.32384, 3.06654, 0.23549], [4.36618, 2.92359, -7.04687], [3.95485, 2.74184, -5.60201], [2.49004, 2.96378, -5.36040], [2.46614, 3.39029, -4.00397], [3.66926, 3.98752, -3.76344], [3.91639, 4.64924, -2.79591], [4.54933, 3.73808, -4.77370], [3.78279, 2.28028, -7.70986], [4.24659, 3.96340, -7.36274], [5.42437, 2.67965, -7.17100], [4.27531, 1.75925, -5.23706], [1.90329, 2.05335, -5.49229], [2.06113, 3.75644, -5.98057], [5.51308, -1.30020, 2.11281], [5.20803, -2.78110, 2.17571], [3.74113, -3.09076, 2.25142], [3.72632, -4.33569, 2.93552], [4.84310, -4.36132, 3.71919], [5.04266, -5.15883, 4.58826], [5.69732, -3.35073, 3.38654], [4.99303, -0.82204, 1.27924], [5.23066, -0.79982, 3.04311], [6.58752, -1.14179, 1.98720], [5.68322, -3.30235, 1.33702], [3.28368, -3.18407, 1.26526], [3.17217, -2.36474, 2.84031], [-7.55919, -3.20878, 4.84334], [-7.53849, -1.81914, 4.24454], [-8.81060, -1.05209, 4.45802], [-8.82632, -0.17119, 3.34119], [-8.13769, -0.79296, 2.34606], [-8.13331, -0.43883, 1.19886], [-7.46013, -1.87759, 2.82110], [-7.79494, -3.17816, 5.90955], [-8.28783, -3.84605, 4.33511], [-6.58464, -3.68800, 4.71805], [-6.66960, -1.26101, 4.61125], [-8.80758, -0.49282, 5.39451], [-9.70805, -1.67645, 4.41945]], "forces_ev_per_a": [[-1.04, -0.09, -1.32], [-1.07, -2.58, -0.25], [-3.30, 1.00, 0.03], [1.86, -2.09, 2.21], [-2.67, 2.58, -3.86], [-1.44, -0.93, 3.03], [2.66, 0.87, -0.71], [-0.03, 0.10, 0.05], [-1.08, 0.59, -0.90], [-1.72, 3.14, 1.32], [-0.52, 2.85, 3.50], [-2.54, -0.43, -3.22], [2.25, 0.10, 0.42], [3.08, 0.20, -0.30], [3.95, -0.99, -0.43], [-2.54, 2.06, -0.09], [0.72, -0.45, -0.06], [2.04, 0.05, -0.65], [0.89, -2.81, -1.53], [0.43, -1.07, 1.41], [-1.79, 0.13, 0.36], [0.50, -1.15, -1.20], [-1.07, -0.24, 1.66], [-1.08, 1.54, -0.18], [-1.84, -0.59, 0.32], [0.81, -1.52, -0.26], [1.07, -0.56, -0.16], [1.19, 1.61, 0.39], [1.24, 0.08, 0.65], [0.85, -0.71, -0.80], [0.00, -0.62, 0.52], [0.49, 0.12, -0.02], [0.19, -0.18, -1.16], [-0.54, -0.38, -0.26], [0.42, 0.25, 0.37], [0.45, 0.71, 0.61], [-0.29, -0.67, -0.65], [-0.54, 0.12, 0.79], [0.02, 0.01, 0.12], [-0.17, -0.10, 0.11], [-0.14, -0.05, -0.02], [-0.08, 0.04, 0.04], [-0.01, 0.10, 0.19], [0.16, -0.04, -0.07], [0.44, 0.02, 0.09], [0.22, 1.09, -0.33], [-0.47, 0.01, -0.47], [0.36, -0.10, 0.34], [0.34, -0.75, 0.95], [-0.21, 0.66, -0.78], [-0.48, -0.64, 0.13], [0.00, -0.08, 0.10], [-0.15, -0.12, -0.10], [-0.11, 0.00, -0.05], [-0.10, -0.06, 0.04], [-0.02, -0.14, 0.14], [0.16, 0.11, -0.04], [0.32, -0.29, -0.28], [0.04, -0.89, 0.92], [-0.28, 0.20, 0.65], [0.40, -0.23, -0.82], [-0.35, 0.27, -0.55], [0.38, -0.25, 0.78], [-0.18, 0.75, -0.55], [0.04, 0.08, -0.10], [-0.07, 0.20, 0.08], [-0.08, 0.06, 0.11], [-0.10, 0.06, -0.03], [-0.04, 0.11, -0.21], [0.14, -0.10, 0.00]], "total_charge": 1, "homo_lumo_gap_ev": 6.80, "fmax_ev_per_a": 5.4}